Formula: C11H16BrN2
Source: the Open Molecules 2025 dataset
Level of theory: the ωB97M-V functional and the def2-TZVPD basis

Structure (ORCA input):
```
! RIJCOSX wB97M-V def2-TZVPD def2/J DEFGRID3
* xyz 1 1
C 2.100 -2.128 0.684
C -2.390 -2.857 0.992
C 2.467 -1.016 0.535
C -2.048 -1.899 0.381
C 1.395 1.729 -0.627
C 0.811 1.272 1.584
C 0.313 0.780 -1.308
C -0.342 0.254 1.189
C -2.380 -0.510 -2.092
C 2.851 0.340 0.699
C -2.025 -0.210 -0.677
N 1.846 1.362 0.685
N -0.816 0.587 -0.247
Br -3.634 0.550 0.185
H 1.914 -3.175 0.939
H -2.727 -3.819 1.342
H 2.217 1.895 -1.372
H 0.862 2.659 -0.629
H 0.294 2.251 1.829
H 1.239 0.917 2.634
H 0.039 1.430 -2.214
H 0.763 -0.082 -1.855
H 0.099 -0.836 1.117
H -1.232 0.055 1.908
H -2.493 0.327 -2.664
H -1.526 -1.159 -2.555
H -3.291 -1.165 -2.005
H 3.604 0.527 -0.082
H 3.297 0.324 1.697
H -1.209 1.598 -0.072
*
```

## Properties
- HOMO-LUMO gap (eV) = 9.570
- LUMO level (eV) = -3.175
- E_HOMO (eV) = -12.74
- E (hartree) = -3111.72613

Löwdin charges in e: C 0.127; C 0.046; C -0.151; C -0.084; C -0.150; C -0.185; C -0.058; C -0.105; C -0.129; C -0.197; C -0.653; N -0.186; N -0.102; Br 0.811; H 0.069; H 0.048; H 0.153; H 0.112; H 0.144; H 0.182; H 0.151; H 0.136; H 0.109; H 0.143; H 0.051; H 0.136; H 0.110; H 0.144; H 0.146; H 0.182


Formula: C11H16CeNO4S
Source: the Open Molecules 2025 dataset
Level of theory: the ωB97M-V functional and the def2-TZVPD basis

Structure (ORCA input):
```
! RIJCOSX wB97M-V def2-TZVPD def2/J DEFGRID3
* xyz 1 1
Ce -0.365 -1.564 0.872
O 1.154 -1.262 2.249
N 0.630 0.027 2.213
C 1.367 1.026 2.503
C 0.921 2.401 2.366
C -0.291 2.847 1.977
C -1.455 2.058 1.601
C -1.509 1.025 0.752
S -2.769 -0.203 0.694
H 2.365 0.826 2.885
H 1.648 3.135 2.689
H -0.454 3.916 2.075
H -2.382 2.301 2.110
C -1.361 0.615 -2.307
C -0.266 1.216 -1.453
C -0.319 2.724 -1.433
C 1.107 0.708 -1.844
O -0.384 0.714 -0.030
H -1.194 0.915 -3.342
H -2.351 0.953 -2.006
H -1.356 -0.477 -2.277
H -0.146 3.080 -2.450
H 0.454 3.143 -0.789
H -1.293 3.094 -1.114
H 1.315 0.969 -2.881
H 1.166 -0.385 -1.782
H 1.883 1.140 -1.213
C 1.231 -5.365 0.027
O 0.679 -4.032 0.237
C -0.661 -3.858 0.031
O -1.460 -4.667 -0.302
H 2.300 -5.274 0.184
H 1.008 -5.691 -0.985
H 0.789 -6.053 0.743
*
```

## Properties
- HOMO-LUMO gap (alpha / beta) (eV) = 6.413 / 6.419
- LUMO level (alpha / beta) (eV) = -5.154 / -5.148
- E_HOMO (alpha / beta) (eV) = -11.57 / -11.57
- E (hartree) = -1657.42789

Löwdin charges in e: Ce 1.437; O -0.275; N -0.132; C -0.051; C -0.038; C -0.042; C -0.077; C -0.770; S 0.698; H 0.149; H 0.113; H 0.123; H 0.129; C -0.018; C -0.545; C -0.004; C 0.002; O -0.314; H 0.109; H 0.088; H 0.090; H 0.109; H 0.095; H 0.100; H 0.110; H 0.090; H 0.104; C 0.002; O -0.184; C -0.521; O 0.117; H 0.099; H 0.103; H 0.106